C22H33AgF3NO8 | ωB97M-V/def2-TZVPD

Each line ends with the Mulliken spin population.
Atoms and positions in Å:
O: -3.910 -40.576 -23.403  0.001
C: 2.262 -37.783 -25.089  0.000
H: -0.786 -35.043 -25.573  0.000
H: -0.390 -40.282 -29.315  0.000
C: 1.331 -38.884 -22.143  0.000
C: -6.095 -43.357 -23.511  0.000
H: -7.053 -36.169 -21.665  -0.009
H: 1.849 -35.931 -23.120  0.000
H: -3.103 -40.846 -29.441  0.000
C: 0.608 -38.973 -23.449  0.000
H: -0.940 -37.391 -21.945  0.000
H: 3.006 -37.437 -24.372  0.000
H: -0.783 -40.358 -24.417  0.000
O: -5.460 -37.770 -22.752  0.388
C: -0.263 -40.237 -23.467  0.000
H: 0.769 -34.729 -23.591  0.000
O: -8.275 -33.934 -25.417  -0.004
H: 2.812 -38.026 -25.998  0.000
H: 0.747 -38.615 -21.263  0.000
C: -1.077 -35.844 -24.893  0.000
C: -0.534 -40.201 -28.238  0.000
C: -7.558 -34.844 -24.958  -0.032
F: -1.720 -42.716 -23.050  0.000
C: -6.947 -36.064 -22.734  0.299
C: -6.122 -36.872 -23.425  0.031
H: 0.601 -37.271 -26.306  0.000
C: -3.030 -43.081 -22.925  0.000
O: -8.659 -34.477 -22.853  0.198
H: -6.378 -35.361 -26.646  0.004
C: -7.739 -35.106 -23.383  0.065
C: -3.091 -39.876 -28.943  0.000
H: -1.704 -35.422 -24.108  0.000
C: 0.778 -35.753 -23.216  0.000
F: -3.129 -44.236 -23.635  0.000
H: -0.334 -41.187 -27.819  0.000
O: -1.368 -37.720 -22.739  -0.002
H: 0.305 -41.164 -23.394  0.000
H: 1.857 -39.825 -21.982  0.000
H: 1.977 -38.011 -22.234  0.000
H: -8.013 -42.217 -23.613  0.000
O: -5.069 -37.209 -25.718  0.013
H: 1.653 -35.911 -25.690  0.000
H: -0.974 -40.215 -22.641  0.000
H: -2.772 -39.074 -29.608  0.000
H: -7.716 -42.776 -22.066  0.000
Ag: -2.840 -38.635 -24.695  -0.001
H: 2.424 -39.824 -24.331  0.000
H: 0.194 -39.558 -27.742  0.000
C: -7.562 -43.070 -23.105  0.000
O: -2.227 -39.688 -26.740  0.000
N: -0.352 -37.869 -23.766  0.001
H: -1.574 -36.555 -25.552  0.000
O: -5.375 -42.152 -23.127  0.000
C: -6.553 -35.586 -25.604  0.107
H: 1.133 -39.629 -25.378  0.000
C: -4.062 -42.013 -23.507  0.000
C: -1.966 -39.818 -27.898  0.000
H: -8.135 -43.965 -23.349  0.000
C: 1.662 -39.090 -24.593  0.000
H: -4.103 -39.782 -28.548  0.000
H: -5.795 -44.198 -22.885  0.000
C: -5.926 -36.611 -24.967  -0.059
F: -3.324 -43.288 -21.626  0.000
H: -4.162 -42.243 -24.568  0.000
C: 0.107 -36.598 -24.293  0.000
C: 1.131 -36.839 -25.457  0.000
H: 0.164 -35.860 -22.322  0.000
H: -6.023 -43.759 -24.522  0.000

Energy ... -1961.1590 Eh
Net charge ... -1
HOMO-LUMO gap (alpha / beta) ... 6.43 / 5.10 eV
Spin multiplicity ... 2

***

C22H33Br3Cl2O10 | ωB97M-V/def2-TZVPD

Each line ends with the Mulliken spin population.
Atoms and positions in Å:
H: -2.962 -4.660 1.114  0.003
C: -3.181 0.667 4.386  -0.001
H: -0.594 1.366 0.857  0.000
H: 2.115 -1.464 1.808  0.000
H: -0.386 1.645 -4.133  0.000
O: 0.533 4.220 -4.494  0.000
C: -2.872 -0.142 5.625  -0.012
H: 3.461 3.318 3.589  0.000
H: -0.525 -0.580 4.028  0.018
Br: 1.520 2.277 2.345  0.001
C: -0.764 4.582 -4.253  0.000
C: -1.903 -4.448 1.264  0.014
H: -0.747 0.659 -5.614  0.000
O: 2.337 4.957 -5.645  0.000
H: -1.740 2.202 4.482  0.004
H: 1.561 0.137 -3.784  0.000
H: -1.192 0.445 -0.484  0.004
H: -1.735 1.250 2.940  -0.001
H: -1.860 6.383 -5.099  0.000
H: 3.616 -2.064 2.593  0.000
H: -1.073 4.499 -3.211  0.000
H: 3.460 -4.873 -0.090  0.000
C: 1.098 5.070 -5.324  0.000
Br: 2.043 3.367 5.484  0.001
O: -3.565 -0.542 6.534  0.030
O: -1.131 -2.803 2.803  0.065
Cl: 1.185 0.266 -0.239  0.001
H: 0.551 6.907 -6.310  0.000
C: 2.825 2.479 3.870  0.000
H: -0.744 -4.825 3.150  0.001
H: 0.071 0.795 5.100  0.011
O: 2.200 -3.506 2.407  0.000
H: -0.904 -2.965 -0.087  0.006
C: -1.300 -2.172 1.676  -0.045
H: 0.173 -2.464 -4.066  0.000
C: 2.816 -2.295 1.890  -0.001
H: -3.472 0.017 3.561  -0.001
C: -0.412 1.150 -0.196  0.000
O: 2.214 -5.679 2.286  0.000
H: 2.403 -2.687 -0.157  0.000
C: -1.531 -4.177 2.764  0.001
H: -0.479 6.703 -3.969  0.000
Cl: -0.536 2.724 -1.141  0.003
C: 0.017 6.011 -5.994  0.000
O: -1.514 -0.305 5.742  0.079
O: -2.055 -1.540 -2.361  0.017
C: 0.700 -0.304 -4.286  0.000
C: -0.462 0.645 -4.562  0.000
C: -1.840 1.218 4.024  0.000
H: 4.701 -4.479 1.131  0.000
C: -0.776 0.288 4.637  0.019
Br: 3.619 0.724 4.247  0.000
C: -1.751 -3.121 0.581  0.136
C: -0.876 6.061 -4.755  0.000
H: -1.402 4.014 -4.931  0.000
C: 2.659 -4.582 1.902  0.000
H: 4.141 -2.310 0.065  0.000
H: 1.169 -0.578 -5.231  0.000
H: 0.677 -1.635 -2.638  0.000
O: -1.565 0.047 -3.873  0.001
C: 0.111 -1.501 -3.560  0.000
H: -0.380 5.634 -6.937  0.000
H: -2.362 -4.490 3.395  -0.001
H: -1.182 -5.154 0.850  0.006
C: -1.224 -1.036 -3.180  -0.001
C: 3.695 -4.255 0.776  0.000
H: -4.051 1.321 4.452  0.000
O: -1.201 -0.978 1.482  0.639
H: -2.684 -2.661 0.254  -0.001
C: 3.260 -2.771 0.511  0.000

Energy ... -10252.5019 Eh
Net charge ... +1
HOMO-LUMO gap (alpha / beta) ... 8.37 / 2.23 eV
Spin multiplicity ... 2

***

C22H33BrClHfN5O2S | ωB97M-V/def2-TZVPD

Each line ends with the Löwdin charge.
Atoms and positions in Å:
C: 0.626 -1.808 1.406  -0.587
S: 0.866 0.200 -1.974  0.632
H: 2.293 0.293 4.388  0.088
N: 1.815 1.504 0.166  0.042
Cl: 2.372 -1.800 0.833  0.578
H: -2.011 -5.772 -0.821  0.116
H: -0.978 -9.892 -1.385  0.120
O: 1.494 -3.100 -1.911  -0.300
H: -4.492 2.101 0.959  0.098
H: 0.838 0.706 3.487  0.072
C: -2.452 -0.362 0.341  -0.049
C: 2.522 2.577 0.902  -0.130
H: 2.031 4.070 2.350  0.113
C: -2.570 -1.242 -1.778  -0.700
H: 2.322 0.227 2.640  0.019
H: -5.181 0.648 1.671  0.103
H: 0.026 2.581 -2.253  0.125
N: 1.340 -4.379 -2.084  0.085
C: -4.256 1.097 1.310  -0.017
N: 0.364 -4.809 -1.426  -0.157
C: 1.057 1.600 -0.916  -0.696
C: -1.295 -6.539 -1.072  -0.005
C: 1.303 6.705 0.459  -0.099
C: 0.008 -6.218 -1.406  -0.169
C: 1.929 0.792 3.491  -0.106
H: 0.763 6.076 1.170  0.062
O: -0.363 -3.956 -0.711  -0.236
C: 2.361 2.250 3.444  -0.242
H: -5.310 0.562 -1.160  0.144
C: 0.600 -8.485 -1.718  -0.040
H: 0.775 2.872 2.118  0.112
C: 0.841 6.491 -0.978  -0.247
H: 1.147 7.735 0.773  0.081
H: 0.481 -0.899 1.988  -0.023
H: 1.355 7.194 -1.634  0.116
H: 2.371 6.493 0.562  0.081
Br: -1.651 -2.224 -3.107  0.925
H: 1.332 -9.243 -1.959  0.121
H: 0.553 3.983 0.305  0.081
H: 2.655 3.411 0.219  0.107
N: -1.906 -1.122 -0.632  -0.123
C: -4.344 0.095 -1.010  0.038
C: -1.644 -7.881 -1.068  -0.044
H: 2.007 2.769 4.336  0.117
H: 3.522 2.181 1.087  0.139
H: 2.172 4.844 -1.402  0.113
H: 1.987 -6.858 -1.968  0.122
H: 0.871 5.016 -2.561  0.121
H: -3.567 1.177 2.149  0.086
H: 0.507 -2.672 2.057  0.024
Hf: 0.210 -1.990 -0.770  1.228
C: 0.294 4.034 -0.746  -0.161
C: -3.671 0.270 0.201  -0.217
H: -2.654 -8.171 -0.813  0.118
N: 0.439 2.690 -1.338  0.040
H: 2.178 0.572 0.311  0.036
C: 1.859 3.000 2.214  -0.197
H: 3.452 2.309 3.475  0.118
H: -4.297 -0.808 -2.974  0.128
C: -0.701 -8.847 -1.391  -0.041
C: 1.107 5.079 -1.495  -0.193
C: -3.796 -0.667 -2.028  -0.043
H: -0.771 4.270 -0.791  0.139
C: 0.976 -7.152 -1.726  -0.001
H: -1.885 -0.296 1.261  0.123
H: -0.225 6.717 -1.069  0.114

Energy ... -4762.3069 Eh
Relative energy (zero: lowest compared OMol25 entry of this formula, charge and spin) ... 0.0 kcal per mole
Net charge ... +2
HOMO-LUMO gap ... 8.02 eV

***

C22H33BrN4O3PRuS2Te | ωB97M-V/def2-TZVPD

Each line ends with the Mulliken spin population.
Atoms and positions in Å:
C: -1.431 -3.320 2.363  0.010
C: -2.313 3.183 0.386  0.000
C: -0.545 -5.583 1.148  0.000
N: 0.912 -2.284 -1.221  -0.001
H: -4.453 3.119 0.424  0.000
C: -0.953 2.272 -3.011  0.000
P: -1.979 0.686 1.208  -0.004
H: -0.429 -4.301 -0.569  0.002
H: 0.702 4.768 -2.229  0.000
Ru: 0.126 -1.302 0.582  1.152
S: 1.824 -2.359 2.128  -0.168
H: 5.173 -2.321 -1.404  0.000
H: 6.366 -0.383 -0.485  0.000
H: 2.377 4.860 -2.768  0.000
O: -3.130 1.113 2.268  0.003
H: -3.286 -0.881 4.978  0.000
O: -2.230 1.797 0.082  -0.001
N: -1.086 -3.258 1.077  -0.002
C: 3.199 -1.694 1.266  0.000
C: -3.671 3.698 -0.056  0.000
H: 2.313 0.160 -0.648  0.000
C: -0.667 -4.376 0.485  -0.018
H: -0.186 -6.464 0.639  0.000
C: 3.870 -0.586 1.784  0.013
H: -1.593 2.150 -2.136  0.000
H: 1.960 3.906 -1.346  0.000
H: -3.783 4.744 0.211  0.000
H: 2.340 2.472 -3.421  0.000
H: 2.726 1.840 -1.057  0.002
H: -1.012 0.437 -1.375  -0.007
H: -1.512 3.698 -0.157  0.001
H: -1.826 -0.534 4.032  0.001
S: -0.369 -2.394 -3.673  0.005
H: -1.653 -4.486 4.155  0.000
H: -3.778 3.590 -1.133  0.000
C: -1.404 1.320 -4.115  0.000
H: -3.879 -0.776 2.580  0.001
H: -2.451 1.503 -4.341  0.000
C: 0.358 -2.302 -2.262  0.006
Te: 0.213 0.973 2.210  -0.033
C: 5.471 -0.737 0.004  -0.004
C: -3.681 0.145 3.142  0.001
C: -1.359 -4.479 3.116  0.009
H: -2.622 0.765 4.918  -0.001
C: -0.896 -5.627 2.489  -0.007
N: 0.440 2.069 -2.643  0.000
C: 4.802 -1.837 -0.512  -0.003
Br: -0.787 -7.254 3.451  -0.001
H: -0.820 1.478 -5.019  0.000
H: -1.810 -2.406 2.809  0.002
C: 0.794 1.135 -1.736  -0.016
H: -1.070 3.307 -3.345  0.000
N: -0.031 0.370 -1.119  0.006
H: 0.995 3.305 -4.198  0.000
C: 5.000 -0.111 1.148  0.001
O: -2.259 -0.656 0.635  0.038
C: -2.795 -0.144 4.345  -0.001
C: 1.396 2.984 -3.233  0.000
H: 5.525 0.737 1.562  0.000
H: -4.634 0.572 3.471  0.000
C: 3.675 -2.327 0.117  0.006
H: 3.147 -3.185 -0.270  0.006
H: -1.290 0.280 -3.817  0.000
C: 2.247 0.934 -1.417  0.002
H: -2.166 3.337 1.456  0.000
H: 3.496 -0.114 2.682  0.002
H: 2.769 0.570 -2.301  0.000
C: 1.626 4.204 -2.338  0.000

Energy ... -5377.5770 Eh
Relative energy (zero: lowest compared OMol25 entry of this formula, charge and spin) ... 69.7 kcal per mole
HOMO-LUMO gap (alpha / beta) ... 6.35 / 6.94 eV
Spin multiplicity ... 2